This record from OMol25 describes C36H47BrFN6O5RuSbSi3 as an isolated structure. The level of theory is ωB97M-V/def2-TZVPD.

Geometry as XYZ:
```
101
Properties=species:S:1:pos:R:3
Sb -3.146 -2.149 -0.453
Ru -1.253 -0.287 -0.472
Br 5.029 -4.042 7.534
Si -3.464 -2.980 1.968
Si -2.840 -3.351 -2.726
Si -5.395 -0.937 -0.832
F 4.669 4.029 -1.185
O -0.093 0.040 1.423
O -0.048 3.893 1.348
O 2.791 6.069 -1.465
O 0.325 1.263 -0.349
O -0.029 -1.453 -1.261
N 1.988 2.953 0.955
N 0.128 -3.880 -0.064
N 5.185 -3.953 1.507
N 4.857 -2.889 0.835
N -2.445 1.400 -0.009
N 1.425 4.992 0.003
C 1.040 3.943 0.804
C 4.648 -2.844 4.987
C 3.645 -2.682 0.299
C 2.500 -3.569 0.390
C -2.713 1.814 1.239
C 1.558 1.763 1.656
C 0.234 -5.104 0.398
C -5.214 0.036 -2.430
C -2.977 3.579 -0.815
C -5.253 -3.517 2.100
C -4.530 -3.939 -3.274
C -3.114 -1.438 2.969
C -1.657 -4.783 -2.693
C 2.285 -1.076 -0.937
C -3.132 3.095 1.508
C -2.586 2.274 -1.016
C 1.158 -1.849 -0.748
C -3.624 5.440 0.761
C 2.557 -4.886 0.884
C -6.830 -2.129 -0.980
C 0.534 0.982 0.861
C 5.590 -5.045 3.567
C 2.597 5.123 -0.748
C -2.348 -4.360 2.525
C 5.147 -3.902 2.880
C 3.507 3.996 -0.539
C 1.429 -5.662 0.870
C 5.079 -3.987 5.648
C -3.255 4.020 0.475
C 3.186 2.983 0.265
C 3.507 -1.482 -0.417
C 5.553 -5.090 4.944
C -2.224 -1.977 -3.834
C 1.251 -3.126 -0.108
C -5.758 0.201 0.617
C 4.679 -2.797 3.607
H -4.410 -4.590 -4.145
H 2.419 1.116 1.832
H -1.390 -1.429 -3.395
H 3.495 -5.285 1.239
H -5.542 -4.174 1.278
H 4.357 -1.905 3.087
H 1.131 2.017 2.624
H -5.178 -3.113 -3.567
H -7.032 -2.642 -0.040
H -2.570 -5.309 2.036
H -2.936 -1.724 4.009
H -6.305 -0.332 1.396
H -1.863 -2.417 -4.768
H 5.894 -5.967 5.476
H -2.214 -0.924 2.623
H -3.960 -0.749 2.951
H -3.824 5.997 -0.151
H -2.000 -5.596 -2.052
H 5.966 -5.882 2.994
H -5.036 -4.522 -2.503
H -5.857 0.919 -2.406
H -3.023 -1.277 -4.084
H 3.856 2.150 0.423
H -3.321 3.385 2.533
H -5.934 -2.666 2.114
H -2.802 5.926 1.291
H -5.525 -0.571 -3.284
H -4.194 0.372 -2.619
H -0.657 -4.488 -2.384
H -3.045 4.248 -1.662
H 0.750 5.736 -0.100
H -6.399 1.017 0.271
H -2.328 1.913 -2.004
H -7.720 -1.542 -1.229
H -2.539 -4.483 3.596
H -4.502 5.493 1.405
H -2.557 1.091 2.027
H -5.398 -4.074 3.029
H -4.875 0.648 1.070
H -1.293 -4.130 2.400
H 4.393 -0.876 -0.548
H 1.448 -6.686 1.215
H -0.673 -5.701 0.404
H 2.200 -0.154 -1.496
H 4.297 -1.995 5.557
H -1.613 -5.164 -3.719
H -6.702 -2.875 -1.761
```

Summary:
E_LUMO (alpha / beta): -0.1092 / -0.1510 hartree
⟨S²⟩: 8.873
Maximum force: 0.0077 Eh/bohr
Net charge: +1
ΔE to the lowest compared entry with this formula, charge and spin: 21.77 kcal/mol
Spin multiplicity: 6

Atom charges from the Mulliken analysis, given in e for atoms 1 to 99: number 1, Sb, carries 0.204; number 2, Ru, carries 0.603; number 3, Br, carries -0.165; number 4, Si, carries 0.394; number 5, Si, carries 0.492; number 6, Si, carries 0.618; number 7, F, carries -0.299; number 8, O, carries -0.810; number 9, O, carries -0.631; number 10, O, carries -0.590; number 11, O, carries -0.874; number 12, O, carries -0.795; number 13, N, carries 0.273; number 14, N, carries -0.032; number 15, N, carries -0.758; number 16, N, carries -0.305; number 17, N, carries 1.267; number 18, N, carries -0.029; number 19, C, carries 0.409; number 20, C, carries -0.626; number 21, C, carries -0.069; number 22, C, carries 0.794; number 23, C, carries -0.494; number 24, C, carries -1.850; number 25, C, carries -0.407; number 26, C, carries -0.970; number 27, C, carries -1.240; number 28, C, carries -1.153; number 29, C, carries -1.207; number 30, C, carries -0.675; number 31, C, carries -0.913; number 32, C, carries -0.559; number 33, C, carries -0.839; number 34, C, carries -0.647; number 35, C, carries 0.448; number 36, C, carries -1.509; number 37, C, carries -0.794; number 38, C, carries -1.108; number 39, C, carries 1.808; number 40, C, carries -0.128; number 41, C, carries 0.262; number 42, C, carries -1.088; number 43, C, carries 0.344; number 44, C, carries 0.274; number 45, C, carries -1.203; number 46, C, carries 0.152; number 47, C, carries 1.019; number 48, C, carries -0.022; number 49, C, carries -0.548; number 50, C, carries -0.453; number 51, C, carries -0.866; number 52, C, carries 0.349; number 53, C, carries -0.594; number 54, C, carries -0.463; number 55, H, carries 0.481; number 56, H, carries 0.462; number 57, H, carries 0.068; number 58, H, carries 0.676; number 59, H, carries 0.334; number 60, H, carries 0.506; number 61, H, carries 0.330; number 62, H, carries 0.285; number 63, H, carries 0.300; number 64, H, carries 0.266; number 65, H, carries 0.570; number 66, H, carries 0.388; number 67, H, carries 0.469; number 68, H, carries 0.416; number 69, H, carries -0.156; number 70, H, carries 0.327; number 71, H, carries 0.407; number 72, H, carries 0.269; number 73, H, carries 0.465; number 74, H, carries 0.325; number 75, H, carries 0.491; number 76, H, carries 0.273; number 77, H, carries 0.439; number 78, H, carries 0.532; number 79, H, carries 0.277; number 80, H, carries 0.322; number 81, H, carries 0.371; number 82, H, carries 0.056; number 83, H, carries 0.159; number 84, H, carries 0.476; number 85, H, carries 0.230; number 86, H, carries 0.454; number 87, H, carries 0.551; number 88, H, carries 0.370; number 89, H, carries 0.458; number 90, H, carries 0.368; number 91, H, carries 0.247; number 92, H, carries 0.452; number 93, H, carries -0.161; number 94, H, carries 0.298; number 95, H, carries 0.525; number 96, H, carries 0.448; number 97, H, carries 0.445; number 98, H, carries 0.594; number 99, H, carries 0.402

This record from OMol25 describes C26H37ClNO6PV as an isolated structure in a non-equilibrium geometry. The level of theory is ωB97M-V/def2-TZVPD.

Geometry as XYZ:
```
73
Properties=species:S:1:pos:R:3
V 2.093 -0.039 0.538
Cl 3.123 -2.107 0.886
P -0.233 -0.546 0.032
O 3.470 -3.413 1.194
O 3.136 0.823 -0.979
O 1.972 -1.544 1.745
O 4.131 -1.075 1.061
O 2.555 -1.868 -0.464
O 0.513 3.250 1.829
N 1.726 1.710 0.526
C 2.427 3.959 0.478
C 3.660 5.913 -0.013
C 0.282 0.155 -2.698
C 2.610 5.305 0.682
C -0.623 0.388 -1.477
C -2.320 -0.074 4.125
C -0.798 -4.447 -1.432
C -0.263 0.264 2.719
C 3.259 3.240 -0.384
C -0.291 -3.249 1.007
C -2.728 -0.909 2.899
C -1.821 -4.774 -0.348
C 4.495 5.190 -0.866
C -1.114 0.851 3.841
C 0.101 1.350 -3.647
C 4.308 3.828 -1.069
C -0.483 -2.935 -1.475
C -1.269 -4.438 1.048
C -2.333 0.703 -3.319
C -0.750 -2.287 -0.100
C 2.796 1.879 -0.388
C -2.551 -0.106 1.613
C 1.405 3.066 1.089
C -2.113 0.230 -1.869
C -1.368 1.828 -3.688
C -1.066 0.314 1.407
H 0.437 1.060 -4.642
H 0.674 0.843 2.616
H -2.729 0.817 -1.185
H -3.365 1.038 -3.424
H -0.226 -2.781 1.987
H -0.744 -5.299 1.465
H -2.744 -4.219 -0.540
H -2.089 -0.741 4.955
H -1.832 -2.148 0.019
H 0.750 2.172 -3.330
H 1.336 0.030 -2.439
H -1.094 -2.453 -2.236
H -2.142 -1.832 2.847
H 4.952 3.261 -1.728
H -2.213 -0.134 -4.010
H -1.605 2.208 -4.680
H -2.091 -4.215 1.730
H -1.517 2.668 -3.002
H -1.446 1.848 3.545
H -0.510 0.978 4.739
H 0.709 -3.612 0.754
H -2.950 -0.645 0.754
H 3.830 6.975 0.111
H -3.138 0.813 1.677
H -3.165 0.535 4.446
H -1.044 1.355 1.067
H -0.460 1.419 -1.145
H 0.118 -5.016 -1.261
H -0.018 -0.762 -3.196
H 1.971 5.865 1.352
H 0.560 -2.791 -1.760
H 0.016 -0.757 2.980
H -3.768 -1.220 2.987
H -2.434 -0.810 -1.771
H 5.300 5.698 -1.380
H -1.170 -4.756 -2.408
H -2.096 -5.826 -0.395
```

Summary:
E_LUMO (alpha / beta): -0.3246 / -0.3014 hartree
⟨S²⟩: 0.790
Maximum force: 0.0247 Eh/bohr
Net charge: +2
ΔE to the lowest compared entry with this formula, charge and spin: 4.88 kcal/mol
Spin multiplicity: 2

Charges computed using Mulliken, reported in e: number 1, V, carries -0.510; number 2, Cl, carries 1.890; number 3, P, carries -0.174; number 4, O, carries -0.486; number 5, O, carries -0.562; number 6, O, carries -0.532; number 7, O, carries -0.503; number 8, O, carries -0.468; number 9, O, carries -0.399; number 10, N, carries 0.654; number 11, C, carries 0.204; number 12, C, carries -0.515; number 13, C, carries -0.907; number 14, C, carries -0.474; number 15, C, carries 0.061; number 16, C, carries -0.848; number 17, C, carries -0.885; number 18, C, carries -0.610; number 19, C, carries 0.176; number 20, C, carries -0.693; number 21, C, carries -0.616; number 22, C, carries -0.684; number 23, C, carries -0.627; number 24, C, carries -1.026; number 25, C, carries -0.919; number 26, C, carries -0.611; number 27, C, carries -0.824; number 28, C, carries -0.957; number 29, C, carries -0.862; number 30, C, carries 0.948; number 31, C, carries 0.672; number 32, C, carries -1.015; number 33, C, carries -0.126; number 34, C, carries -0.689; number 35, C, carries -0.680; number 36, C, carries 0.427; number 37, H, carries 0.503; number 38, H, carries 0.288; number 39, H, carries 0.385; number 40, H, carries 0.498; number 41, H, carries 0.181; number 42, H, carries 0.514; number 43, H, carries 0.275; number 44, H, carries 0.376; number 45, H, carries 1.047; number 46, H, carries 0.195; number 47, H, carries 0.388; number 48, H, carries 0.267; number 49, H, carries -0.077; number 50, H, carries 0.565; number 51, H, carries 0.347; number 52, H, carries 0.476; number 53, H, carries 0.232; number 54, H, carries 0.295; number 55, H, carries 0.377; number 56, H, carries 0.459; number 57, H, carries 0.337; number 58, H, carries 0.449; number 59, H, carries 0.448; number 60, H, carries 0.516; number 61, H, carries 0.362; number 62, H, carries 0.733; number 63, H, carries 0.631; number 64, H, carries 0.360; number 65, H, carries 0.406; number 66, H, carries 0.552; number 67, H, carries 0.209; number 68, H, carries 0.458; number 69, H, carries 0.552; number 70, H, carries 0.124; number 71, H, carries 0.464; number 72, H, carries 0.470; number 73, H, carries 0.506

This record from OMol25 describes a 2-piece molecular cluster, CH3N3O4 overall in a non-equilibrium geometry. The level of theory is ωB97M-V/def2-TZVPD.

Geometry as XYZ:
```
11
Properties=species:S:1:pos:R:3
O -1.127 1.804 -0.393
O -1.299 -1.607 -0.439
O 1.131 -1.024 -0.144
O -2.577 -0.075 0.691
N -0.978 0.548 -0.652
N -1.654 -0.302 -0.057
N 3.219 0.042 0.339
C 2.190 -0.513 0.033
H -0.419 -1.535 -0.751
H 3.415 0.679 1.100
H -1.902 1.983 0.273
```

Summary:
E_LUMO (alpha / beta): 0.0152 / -0.0620 hartree
⟨S²⟩: 2.007
Maximum force: 0.2233 Eh/bohr
ΔE to the lowest compared entry with this formula, charge and spin: 0.00 kcal/mol
Spin multiplicity: 3

Charges computed using natural (NBO), reported in e: number 1, O, carries -0.437; number 2, O, carries -0.526; number 3, O, carries -0.567; number 4, O, carries -0.346; number 5, N, carries -0.004; number 6, N, carries 0.327; number 7, N, carries -0.764; number 8, C, carries 0.902; number 9, H, carries 0.499; number 10, H, carries 0.440; number 11, H, carries 0.476